A 4-piece molecular cluster, C24H60BrN3O3 overall. Source: the Open Molecules 2025 dataset; level of theory: wB97M-V/def2-TZVPD.

Summary:
E_HOMO, eV: -12.23
Orbital gap, Ha: 0.285

```
! RIJCOSX wB97M-V def2-TZVPD def2/J DEFGRID3
* xyz 2 1
Br -2.42836 0.29375 0.99623
C -1.45980 -3.05910 1.92136
C -0.14098 -2.39666 2.05695
N 0.34167 -2.05629 3.45649
C 1.67887 -1.42611 3.29986
C -0.56315 -1.07185 4.13334
C -1.72447 -1.68640 4.90885
C 0.53812 -3.32771 4.23130
C 1.09002 -3.14412 5.62106
O 2.42979 -3.58084 5.57619
C 3.05988 -3.55463 6.84264
H -2.25178 -2.32644 2.12089
H -1.62967 -3.90689 2.58014
H -1.70483 -3.32762 0.89531
H -0.16129 -1.41693 1.56223
H 0.68964 -2.90550 1.55832
H 1.52865 -0.57411 2.63844
H 2.30562 -2.15764 2.79670
H 2.06051 -1.15564 4.27361
H -0.96463 -0.35482 3.41724
H 0.08388 -0.54496 4.83341
H -1.38794 -2.19547 5.80976
H -2.31800 -2.33688 4.27789
H -2.38244 -0.88176 5.23365
H 1.19810 -3.95836 3.64286
H -0.43581 -3.80317 4.25778
H 0.52955 -3.75103 6.34333
H 1.03763 -2.11179 5.99605
H 2.37289 -3.89206 7.62733
H 3.41693 -2.55184 7.10951
H 3.92630 -4.21056 6.84699
C -3.00380 -2.33519 -2.01136
C -2.43827 -1.14287 -2.73415
N -3.43731 -0.24684 -3.39465
C -4.14036 -0.96700 -4.50475
C -4.47557 0.19065 -2.37449
C -5.54572 1.10984 -2.89495
C -2.64599 0.84807 -4.07562
C -1.99859 1.95919 -3.24999
O -2.88934 2.62922 -2.41488
C -2.26420 3.62014 -1.62124
H -2.21044 -3.06421 -1.83908
H -3.72283 -2.89472 -2.62003
H -3.52727 -2.15197 -1.07577
H -1.70523 -1.45964 -3.47490
H -1.91979 -0.48369 -2.03140
H -4.69261 -1.79915 -4.09456
H -3.38393 -1.27289 -5.22463
H -4.79078 -0.25942 -5.00153
H -3.92541 0.47230 -1.48678
H -4.98270 -0.75872 -2.17777
H -5.19876 2.10979 -3.11731
H -6.28871 1.22938 -2.10335
H -6.09460 0.69689 -3.73851
H -3.18934 1.23638 -4.93802
H -1.82730 0.30771 -4.55962
H -1.55021 2.69479 -3.92699
H -1.21477 1.49497 -2.63117
H -3.00601 4.35358 -1.32872
H -1.43135 4.11276 -2.14454
H -1.80504 3.16656 -0.73026
C 0.75047 1.52049 -0.89740
C 2.10399 1.26746 -0.27810
N 3.27533 1.22259 -1.18165
C 4.49921 1.07632 -0.33939
C 3.16605 -0.02004 -2.04596
C 4.39046 -0.39626 -2.83352
C 3.35798 2.43834 -2.05710
C 3.51219 3.75619 -1.30093
O 2.36469 4.51038 -1.60981
C 2.38649 5.80339 -0.99297
H 0.68784 2.50519 -1.35766
H 0.01299 1.41092 -0.09634
H 0.48241 0.75681 -1.63125
H 2.03227 0.32410 0.27609
H 2.26060 1.96703 0.54711
H 4.44169 0.09639 0.13188
H 4.44093 1.78995 0.47666
H 5.38439 1.17374 -0.95246
H 2.28183 0.17647 -2.65394
H 2.85825 -0.84813 -1.40415
H 4.70138 0.39975 -3.50823
H 4.12496 -1.25880 -3.44542
H 5.22835 -0.71894 -2.22104
H 2.48096 2.45454 -2.69918
H 4.21406 2.23268 -2.69646
H 4.36665 4.28797 -1.73523
H 3.62793 3.62443 -0.22321
H 1.56582 6.36091 -1.43715
H 3.29933 6.34328 -1.26540
H 2.27187 5.72035 0.08752
*
```

Calculated atomic charges, method Mulliken, unit e: -0.6249, -1.3428, 0.2528, 0.3117, -1.2410, -0.3497, -1.2368, -0.7303, -1.0190, -0.3631, -0.7640, 0.3268, 0.3441, 0.1827, -0.1507, 0.4090, 0.5510, 0.3906, 0.4209, 0.3681, 0.5135, 0.3017, 0.3048, 0.4271, 0.5591, 0.5128, 0.5550, 0.4281, 0.3371, 0.2931, 0.2660, -1.3634, 0.3626, 0.3307, -1.2134, -0.2865, -1.4457, -0.9458, 0.4093, -0.2829, -0.6837, 0.4178, 0.2957, 0.3344, 0.3932, -0.2095, 0.4204, 0.3745, 0.5031, 0.2390, 0.5134, 0.3175, 0.4263, 0.3895, 0.3915, 0.3823, 0.6344, -0.4709, 0.2976, 0.3035, 0.1750, -0.8840, -0.8763, 0.2512, -1.1282, -0.2406, -1.2903, -0.7416, -0.7322, -0.2692, -0.8023, 0.4200, 0.2623, -0.0111, 0.4993, 0.4434, 0.4038, 0.4709, 0.3878, 0.2751, 0.3520, 0.3793, 0.4236, 0.3577, 0.5444, 0.4918, 0.5141, 0.3389, 0.2587, 0.3386, 0.3195

---

A 5-piece molecular cluster, C24H60ClN4O12 overall. Source: the Open Molecules 2025 dataset; level of theory: wB97M-V/def2-TZVPD.

Summary:
E_HOMO (spin up / spin down), eV: -7.32 / -7.32
Orbital gap (spin up / spin down), Ha: 0.249 / 0.087

```
! RIJCOSX wB97M-V def2-TZVPD def2/J DEFGRID3
* xyz 0 2
Cl -14.62051 6.39360 -14.34034
O -15.80823 5.59393 -14.11294
O -13.38199 5.57326 -14.36858
O -14.69787 6.81432 -15.67799
O -14.46496 7.52977 -13.42791
C -13.87443 0.61114 -23.07589
O -14.46091 0.46627 -21.67292
C -14.09517 -0.65321 -20.85417
C -14.10312 0.07895 -19.48901
N -15.50319 0.36264 -19.09255
C -15.65855 1.19453 -17.91227
C -14.83398 2.54843 -18.02723
O -13.55485 2.39565 -17.40155
C -12.84383 3.65912 -17.41123
H -14.73235 1.09111 -23.54675
H -13.86692 -0.32172 -23.63965
H -12.99883 1.26028 -23.07010
H -13.05493 -0.89987 -21.06668
H -14.78587 -1.49643 -20.85104
H -13.55521 1.02019 -19.44469
H -13.66249 -0.56068 -18.72429
H -15.86816 0.89148 -19.87180
H -15.43305 0.64591 -16.99780
H -16.62642 1.69563 -17.89674
H -15.41996 3.32315 -17.53272
H -14.63661 2.90898 -19.03677
H -13.39090 4.48339 -16.95364
H -12.48095 3.95904 -18.39431
H -12.02055 3.71505 -16.69907
C -14.45546 6.31170 -19.54568
O -14.49598 7.41601 -20.48451
C -13.55994 8.35569 -20.28082
C -13.47044 9.34468 -21.43749
N -14.82910 9.87315 -21.72149
C -15.07757 10.27551 -23.13990
C -14.23797 11.48034 -23.55097
O -14.28307 11.50331 -24.96536
C -14.18582 12.80550 -25.52107
H -14.14707 6.63966 -18.55299
H -13.83124 5.58722 -20.06873
H -15.50256 6.04015 -19.41172
H -12.61237 7.81729 -20.26185
H -13.75660 8.82660 -19.31767
H -13.12694 8.70489 -22.25037
H -12.72534 10.10900 -21.21667
H -15.52967 9.16287 -21.56392
H -16.12839 10.41771 -23.39218
H -14.70719 9.55437 -23.86850
H -13.19173 11.40889 -23.25368
H -14.60164 12.34454 -22.99511
H -15.22853 13.12034 -25.47962
H -13.77240 12.65881 -26.51890
H -13.40408 13.37368 -25.01693
C -21.18758 8.84436 -11.33390
O -20.27784 8.91648 -12.49418
C -19.08257 8.21801 -12.21127
C -18.34241 7.78741 -13.47894
N -18.18405 8.97742 -14.43999
C -17.15510 9.86515 -14.07363
C -16.96472 11.15482 -15.06650
O -18.28062 11.90186 -14.78452
C -18.07929 13.33716 -14.84579
H -22.21183 9.01745 -11.66415
H -20.94075 9.58522 -10.57344
H -21.30068 7.89168 -10.81651
H -19.45164 7.25942 -11.84661
H -18.43704 8.85265 -11.60412
H -18.76989 6.87732 -13.89977
H -17.42281 7.44349 -13.00549
H -18.08537 8.51733 -15.33367
H -16.23862 9.27863 -14.13808
H -17.08624 10.16579 -13.02818
H -16.90315 10.97470 -16.13975
H -16.14123 11.71646 -14.62545
H -17.65812 13.81005 -15.73298
H -17.41981 13.69969 -14.05727
H -19.02799 13.81743 -14.60621
C -7.41464 5.80219 -9.11628
O -8.25875 4.74827 -8.73351
C -9.20747 4.37677 -9.69299
C -10.37011 5.43616 -10.05240
N -10.06191 6.42401 -11.11363
C -11.16466 7.09306 -11.71415
C -10.82128 8.36640 -12.53786
O -9.91591 8.07031 -13.54080
C -9.94314 9.04313 -14.64263
H -8.03083 6.70034 -9.07459
H -6.97978 5.67822 -10.10805
H -6.59008 5.74269 -8.40589
H -9.85021 3.55888 -9.36738
H -8.76659 4.07157 -10.64198
H -10.51053 6.05578 -9.16671
H -11.36132 4.99939 -10.17422
H -9.18913 6.24588 -11.58968
H -11.79298 7.42606 -10.88805
H -11.72430 6.39086 -12.33205
H -10.54148 9.17228 -11.85935
H -11.76781 8.64857 -12.99891
H -10.61710 9.87580 -14.44129
H -10.23703 8.46111 -15.51612
H -8.94969 9.47907 -14.74798
*
```

Results of the Mulliken charge analysis, in e, for atoms 1 through 99: 1.7130, -0.6620, -0.7373, -0.6431, -0.6901, -0.8012, -0.3297, -0.5712, -0.4036, -0.4306, -0.8660, -0.4201, -0.3610, -0.5709, 0.2627, 0.3288, 0.2751, 0.4120, 0.3265, 0.2479, 0.3898, 0.2911, 0.3337, 0.4038, 0.4578, 0.3383, 0.0862, 0.3000, 0.3136, -0.6279, -0.4137, -0.5479, -0.4841, -0.4159, -0.5777, -0.4300, -0.3396, -0.7007, 0.3056, 0.2587, 0.2649, 0.3787, 0.3478, 0.3144, 0.2885, 0.2811, 0.3551, 0.3224, 0.2633, 0.3402, 0.2892, 0.2328, 0.2974, -0.8011, -0.3184, -0.6211, -0.4696, -0.2454, -0.2464, -0.6859, -0.2911, -0.8372, 0.2740, 0.2932, 0.3206, 0.4738, 0.2263, 0.5226, 0.1179, 0.2730, 0.1299, 0.3032, 0.3382, 0.3620, 0.3090, 0.3252, 0.2766, -0.6409, -0.3652, -0.6653, -0.6935, 0.2147, -0.6612, -0.4604, -0.3691, -0.6987, 0.2597, 0.3130, 0.2523, 0.3486, 0.4659, 0.4392, 0.5459, 0.3652, 0.2814, 0.4681, 0.2742, 0.4277, 0.3554

---

C24H60CrCsLi2N4O12PS2 as an isolated structure. Source: the Open Molecules 2025 dataset; level of theory: wB97M-V/def2-TZVPD.

Summary:
E_HOMO (spin up / spin down), eV: -3.79 / -5.13
Orbital gap (spin up / spin down), Ha: 0.189 / 0.238

```
! RIJCOSX wB97M-V def2-TZVPD def2/J DEFGRID3
* xyz -1 4
Cr -1.12346 -3.50983 -0.25627
Cs -1.22948 -5.94388 2.95087
Li 1.35281 -2.22221 -2.26743
Li -0.76875 -0.47005 1.92690
P 0.50907 -2.34755 1.04861
O -0.97519 -1.83747 0.74613
O 0.62049 -2.48540 -0.51034
O -0.09893 -3.72701 1.40517
O 0.98916 -1.25687 2.00189
S -0.38467 -4.42022 -2.78748
O -0.76965 -5.61300 -3.53939
O 0.69607 -3.61279 -3.36807
O -1.52625 -3.61214 -2.30743
O -0.04217 -4.87378 -1.43891
S -3.52392 -4.65824 0.33359
O -2.16007 -5.20686 0.11070
O -4.53193 -5.20474 -0.54924
O -3.86376 -4.90739 1.72431
O -3.13843 -3.26949 -0.07694
C -3.64257 1.97041 -4.88451
C -4.76491 1.76719 -3.83738
N -4.29190 1.31933 -2.52003
C -3.63072 0.02057 -2.65221
C -2.76609 -0.40314 -1.43291
C -5.46514 1.13436 -1.65719
C -5.98912 2.47353 -1.15023
H -2.70194 2.22306 -4.39881
H -3.90722 2.83175 -5.50464
H -3.62396 1.12724 -5.57084
H -5.19128 2.74757 -3.62317
H -5.45965 1.02499 -4.25238
H -2.80847 -0.06203 -3.37008
H -4.37783 -0.74309 -2.90352
H -2.24101 -1.32399 -1.67150
H -3.40575 -0.66985 -0.58749
H -2.10220 0.42275 -1.17484
H -6.23379 0.49937 -2.12014
H -5.10015 0.53817 -0.81645
H -6.31860 2.40596 -0.11128
H -5.21306 3.23793 -1.16980
H -6.82777 2.80999 -1.76278
C 1.59801 0.67298 -1.14542
C 2.01186 0.48272 -2.60472
N 2.63178 -0.81584 -2.93073
C 3.84158 -0.94192 -2.09545
C 4.61285 -2.22438 -2.33898
C 2.99780 -0.88167 -4.34532
C 1.79062 -0.84394 -5.27037
H 1.01412 1.58233 -1.00071
H 2.44320 0.79425 -0.45893
H 1.05495 -0.15460 -0.68733
H 1.11981 0.64073 -3.20423
H 2.76220 1.25744 -2.82077
H 4.45362 -0.03644 -2.22656
H 3.55341 -0.99123 -1.04384
H 5.31720 -2.20411 -3.17345
H 5.29351 -2.39368 -1.49994
H 3.92119 -3.06252 -2.42687
H 3.65345 -1.70700 -4.61690
H 3.66392 -0.03890 -4.60922
H 2.15959 -0.58945 -6.27159
H 0.97228 -0.15161 -5.08813
H 1.32155 -1.81687 -5.43324
C 6.32240 0.95792 0.88024
C 5.21779 0.53867 1.86871
N 4.98690 1.56262 2.87912
C 4.23890 2.70144 2.38300
C 4.50641 3.93583 3.27034
C 4.50778 0.99615 4.12335
C 3.01725 0.64922 4.14769
H 6.00994 1.80048 0.25379
H 6.71608 0.15311 0.26251
H 7.16837 1.43705 1.38303
H 4.32295 0.20344 1.32947
H 5.61350 -0.36087 2.34409
H 4.47613 2.85140 1.32974
H 3.14686 2.56292 2.37514
H 5.50424 3.84103 3.68995
H 4.42536 4.85847 2.69235
H 3.69794 3.98394 4.00035
H 4.64795 1.65612 4.98748
H 5.06764 0.09536 4.37999
H 2.66329 0.10532 3.26970
H 2.43968 1.57807 4.21119
H 2.73464 0.09588 5.04570
C -1.11967 2.39409 1.16175
C -2.30967 2.03056 2.03146
N -2.08494 0.86436 2.91459
C -1.08221 1.18293 3.94360
C -0.62488 -0.02803 4.76854
C -3.32988 0.42136 3.51246
C -4.29661 -0.28798 2.55272
H -0.84971 1.51505 0.57550
H -0.29343 2.83565 1.71622
H -1.41962 3.18235 0.46831
H -2.62302 2.86940 2.67610
H -3.24439 1.79013 1.52696
H -0.16429 1.59529 3.51250
H -1.41447 1.99651 4.60444
H -0.04544 0.28699 5.63653
H -1.51936 -0.51589 5.16309
H -0.06779 -0.80746 4.24825
H -3.91751 1.29603 3.84660
H -3.31786 -0.15746 4.43370
H -4.65289 0.35066 1.74030
H -5.20492 -0.54305 3.10766
H -4.00568 -1.22451 2.07001
*
```

Results of the Mulliken charge analysis, in e, for atoms 1 through 99: 0.0941, 1.0287, 1.2836, 0.3332, -0.4670, -0.0214, -0.1062, -0.6481, -0.4461, 0.9344, -0.7024, -0.6575, -0.5027, -0.3554, 1.4659, -0.7693, -0.7740, -0.8754, -0.5175, -1.3470, -0.3997, 0.0868, -1.0692, 0.0591, 0.0279, -1.5854, 0.3002, 0.4180, 0.3032, 0.4470, 0.3675, 0.4702, 0.3326, -0.0626, 0.0912, 0.0518, 0.4689, 0.0000, 0.4353, 0.3587, 0.3773, -0.4887, -0.6749, 0.9992, -0.1947, -1.6503, -0.6456, -1.3898, 0.4252, 0.0904, -0.2064, 0.2448, 0.3902, 0.4043, -0.0113, 0.4171, 0.4139, 0.3212, 0.3823, 0.4256, 0.4039, 0.3236, 0.3036, -1.4535, -0.4500, 0.2733, 0.1268, -1.5284, -1.0876, -0.6698, 0.3085, 0.3981, 0.3909, 0.2526, 0.3897, 0.5291, -0.1808, 0.3326, 0.4115, 0.3023, 0.3399, 0.4801, 0.1634, 0.1728, 0.5225, -0.9881, -0.8814, 1.3163, -0.3338, -1.2683, -0.8030, -1.0995, -0.1123, 0.4051, 0.5344, 0.3558, 0.3311, 0.0580, 0.3326

---

no.,F_max (eV/Å)
1,1.80
2,4.85
3,5.76